131
Properties=species:S:1:pos:R:3:forces:R:3:mulliken_charge:R:1 method="wB97M-V/def2-TZVPD" homo_energy_ev=-9.8 largest_force_ev_per_a=4.80 total_energy_ha=-4025.36701 e_lumo_ev=-4.095 charge=+1
C 7.56222 -0.63797 -2.70807 -0.3 0.2 0.1 -0.510
C 6.57304 -0.96777 -3.59109 0.0 -1.2 0.8 -0.416
N 5.38783 -0.17991 -3.84823 4.1 0.9 -2.4 0.146
C 5.36143 0.75485 -4.79993 -2.7 0.3 -0.1 0.063
S 6.66289 1.26699 -5.94019 1.5 2.0 -1.7 1.222
O 7.50063 2.21621 -5.29905 0.2 -1.4 1.2 -0.488
O 6.12970 1.73309 -7.16283 -1.0 -1.2 0.1 -0.557
F 7.47566 -0.05748 -6.27019 -1.0 0.7 0.9 -0.203
N 4.16557 1.36331 -4.90367 1.8 -1.5 0.8 -0.385
C 3.44497 0.71153 -3.93190 -1.4 0.6 0.2 0.531
N 2.19195 1.03488 -3.76694 0.6 0.2 0.0 -0.026
C 1.19871 0.48511 -2.85779 -1.0 -0.7 0.0 -1.255
N -0.10840 0.85928 -3.42069 0.9 -0.3 0.7 0.051
C -0.83464 -0.36933 -3.80306 -0.6 0.1 -0.2 -1.598
B 1.65291 2.16354 -4.67881 -1.2 0.6 -0.5 0.721
C 1.22591 1.82637 -6.17362 1.4 0.0 0.2 -0.838
O 1.62381 3.43238 -4.11656 -0.5 -1.1 0.0 -0.577
N 4.16553 -0.23855 -3.22426 -0.7 0.5 -0.9 0.355
P 3.88042 -1.33983 -1.88693 2.1 -1.3 2.6 0.188
S 5.12710 -1.15130 -0.40291 -0.5 0.3 -0.7 -0.366
H 7.74203 -1.35133 -1.87767 1.4 -0.5 -1.5 0.318
H 8.17423 0.27903 -2.72608 -1.5 0.5 0.9 0.266
H 6.70493 -1.88318 -4.19897 -1.2 -0.3 1.3 0.373
H 1.29644 0.83498 -1.80508 0.3 0.0 -0.6 0.268
H 1.23980 -0.62758 -2.87863 0.3 0.6 0.2 0.678
H -0.61337 1.34528 -2.67025 -0.2 0.0 -0.5 0.171
H -1.09593 -0.98948 -2.91891 0.1 0.2 -0.5 0.541
H -0.22782 -0.95886 -4.51745 -0.2 0.3 0.3 0.420
H -1.77736 -0.10384 -4.31663 0.5 0.0 0.3 0.460
H 0.13289 1.70334 -6.27207 0.6 0.1 0.0 0.281
H 1.61126 2.62339 -6.84458 -0.5 -0.3 0.3 0.287
H 1.77495 0.90673 -6.47627 -0.7 0.3 0.0 0.279
H 0.75190 3.53600 -3.69646 0.3 0.4 -0.1 0.329
H 2.58370 -1.27796 -1.34539 -0.1 0.4 -1.1 0.170
H 4.06024 -2.65802 -2.39463 -0.6 0.7 -0.6 0.133
C -1.25458 3.16758 -0.71935 0.0 0.1 0.4 0.067
O -1.59168 2.42938 -1.64255 0.1 0.0 0.1 -0.734
N -1.22351 2.81311 0.56828 0.1 0.1 -0.3 0.203
C -0.82049 3.73663 1.61420 -0.1 -0.2 0.1 -0.973
C -1.60720 1.45552 0.93205 -0.1 0.0 -0.2 -0.891
H -0.94663 4.21071 -0.89181 0.0 0.0 0.0 0.352
H 0.04843 3.33259 2.13646 0.0 0.1 0.1 0.358
H -1.64195 3.85943 2.32155 0.1 0.1 0.1 0.353
H -0.56383 4.70779 1.19422 0.0 -0.1 -0.1 0.288
H -0.94849 0.74773 0.42461 -0.1 -0.1 0.1 0.221
H -2.63120 1.26975 0.60981 0.0 -0.1 0.1 0.307
H -1.53412 1.31580 2.00735 0.0 0.1 0.0 0.391
C 6.50921 7.41804 -3.93977 0.0 0.1 0.0 0.121
O 6.21623 7.15701 -2.78971 0.0 -0.2 0.0 -0.585
N 6.99545 6.53052 -4.83596 -0.1 0.2 0.0 0.154
C 7.32481 6.90780 -6.19645 0.0 -0.3 0.2 -0.874
C 7.19238 5.15551 -4.41728 -0.1 0.3 0.2 -1.031
H 6.39599 8.43411 -4.35374 0.0 0.0 -0.1 0.268
H 6.72288 6.31821 -6.89181 0.1 0.1 -0.1 0.309
H 8.38342 6.71187 -6.38054 0.0 0.1 -0.2 0.312
H 7.12524 7.96513 -6.36192 0.0 0.0 0.1 0.312
H 6.23793 4.73917 -4.08706 0.1 -0.1 0.0 0.283
H 7.89121 5.13076 -3.57893 0.0 -0.1 0.0 0.306
H 7.58530 4.56291 -5.23770 0.0 0.2 0.0 0.433
C -3.34920 -3.72896 -2.64486 -0.1 0.0 0.0 0.049
O -2.50194 -2.97170 -2.19810 0.0 0.1 -0.2 -0.574
N -4.02548 -3.55274 -3.79825 0.1 -0.2 0.3 0.195
C -5.02165 -4.50384 -4.25865 0.1 0.3 -0.3 -1.080
C -3.75015 -2.37661 -4.60296 0.2 0.0 0.3 -0.792
H -3.63662 -4.65132 -2.11550 0.0 0.0 0.0 0.280
H -4.72002 -4.89671 -5.23330 -0.1 -0.1 0.0 0.345
H -5.98261 -3.99801 -4.35178 -0.1 -0.2 0.0 0.384
H -5.12213 -5.32857 -3.55697 0.0 0.1 0.1 0.310
H -2.69542 -2.37543 -4.88570 0.0 0.1 -0.1 0.189
H -3.95424 -1.48214 -4.01081 0.0 0.1 -0.1 0.280
H -4.36967 -2.37399 -5.49693 0.0 -0.1 0.1 0.401
C 4.19214 -2.23710 3.68938 0.1 0.1 0.1 0.124
O 3.40753 -2.78647 4.43849 0.0 0.0 0.0 -0.576
N 5.20415 -1.43125 4.07052 0.0 -0.1 -0.3 0.218
C 6.09108 -0.81673 3.10743 -0.1 -0.1 0.3 -0.162
C 5.40992 -1.17191 5.49296 -0.2 -0.1 -0.4 -0.859
H 4.13164 -2.36153 2.59221 0.1 0.0 0.0 0.169
H 7.11698 -1.13998 3.30139 0.1 0.1 -0.1 0.356
H 6.03034 0.27052 3.20164 0.1 0.0 -0.1 0.363
H 5.81034 -1.10422 2.09434 0.0 0.0 0.2 -0.524
H 5.59074 -2.11632 6.00718 -0.1 0.1 0.1 0.244
H 4.51520 -0.71674 5.91240 0.4 -0.2 -0.1 0.277
H 6.26104 -0.50736 5.63506 0.0 0.0 -0.1 0.378
C 2.77628 -0.03413 7.85803 -0.1 0.0 0.1 0.087
O 3.72552 -0.75434 7.59018 -0.4 0.1 0.7 -0.643
N 1.51405 -0.46027 8.03274 0.0 0.2 -0.1 0.187
C 0.42732 0.45031 8.35051 0.2 -0.4 -0.1 -0.931
C 1.23330 -1.88004 7.89801 0.3 0.0 -0.1 -0.919
H 2.88713 1.05609 7.97991 -0.1 0.0 0.0 0.295
H -0.01357 0.16295 9.30538 -0.1 0.2 0.0 0.379
H -0.33233 0.38886 7.56666 -0.1 0.1 0.1 0.329
H 0.78443 1.47252 8.41971 0.0 -0.1 0.0 0.284
H 1.82676 -2.43769 8.62447 -0.1 -0.1 -0.1 0.300
H 1.51185 -2.21229 6.89604 0.0 -0.1 0.1 0.277
H 0.17538 -2.07133 8.06632 0.0 0.1 0.0 0.361
C -5.38889 -0.86125 1.74875 0.0 -0.1 0.0 0.126
O -4.58132 -0.08843 2.23232 0.0 0.1 -0.2 -0.579
N -6.03829 -0.67764 0.58030 0.0 -0.2 0.2 0.176
C -6.98947 -1.64577 0.06646 0.1 0.3 -0.1 -0.971
C -5.77594 0.52699 -0.18620 0.2 0.0 0.3 -0.850
H -5.65973 -1.80556 2.24901 0.0 0.0 0.0 0.273
H -6.65057 -2.00539 -0.90751 -0.1 -0.1 0.0 0.364
H -7.96586 -1.16964 -0.04495 0.0 -0.1 0.0 0.330
H -7.08221 -2.49213 0.74467 0.1 0.1 0.0 0.289
H -4.71539 0.57122 -0.44169 0.0 0.1 -0.1 0.149
H -6.02406 1.40235 0.41670 0.0 0.1 -0.1 0.315
H -6.37075 0.53067 -1.09708 0.0 -0.1 0.1 0.380
C -8.14177 -5.98885 -3.65783 -0.1 -0.1 0.0 0.153
O -7.81549 -5.05757 -2.94296 0.0 -0.1 0.1 -0.612
N -8.67324 -7.14834 -3.22531 0.1 0.1 -0.2 0.114
C -9.03908 -8.21661 -4.13630 0.0 0.0 0.3 -0.911
C -8.88635 -7.33266 -1.79976 0.1 0.3 0.0 -0.924
H -8.02201 -5.95065 -4.75431 0.0 -0.1 0.0 0.271
H -10.10654 -8.42420 -4.03998 0.0 -0.1 -0.1 0.339
H -8.47278 -9.11578 -3.88524 -0.1 -0.1 -0.1 0.341
H -8.82302 -7.93625 -5.16590 0.0 0.1 0.1 0.296
H -9.55804 -6.55648 -1.43023 0.0 -0.1 0.1 0.295
H -7.93329 -7.24398 -1.27595 -0.1 0.0 0.1 0.281
H -9.31894 -8.31192 -1.60738 0.0 0.0 -0.1 0.379
C -1.57647 3.44444 9.96033 0.0 0.1 0.0 0.106
O -0.62372 2.73521 9.69169 -0.2 0.0 0.1 -0.546
N -2.84029 3.00853 10.13546 0.1 0.2 0.0 0.098
C -3.92995 3.91060 10.45501 0.0 -0.3 0.0 -0.919
C -3.11613 1.58902 9.99923 0.3 0.0 0.0 -0.863
H -1.47323 4.53498 10.08526 0.0 0.0 0.0 0.250
H -4.37086 3.62103 11.41109 -0.1 0.1 0.0 0.335
H -4.69079 3.84990 9.67390 -0.1 0.1 0.1 0.334
H -3.57294 4.93668 10.52456 0.1 -0.1 0.0 0.294
H -2.51993 1.03242 10.72434 -0.1 -0.1 -0.1 0.281
H -2.83800 1.25984 8.99636 0.0 -0.1 0.1 0.251
H -4.17269 1.39270 10.16787 0.0 0.1 0.0 0.371